Record 1
Density functional theory data (ωB97M-V/def2-TZVPD) for C38H42Br2N5O3PtS as an isolated structure.

Computed properties:
Total charge   +3
Strongest force on any atom   0.613 eV/A
Multiplicity   5
HOMO (spin up / spin down)   -14.72 / -15.44 eV
DFT total energy   -7637.30658 a.u.
Energy relative to the best compared isomer or geometry (same formula, charge and spin)   7.3 kcal per mole

Last column: Löwdin spin population.
Geometry (Å):
1 Pt -0.24173 -1.18088 -0.27110  1.543
2 Br -6.03637 -4.46920 -1.13978  0.007
3 Br 0.93011 -7.83840 0.29165  0.002
4 S -0.70375 0.30553 1.41771  0.412
5 O -1.10472 0.73763 -1.61045  0.168
6 O 0.97330 2.30028 -1.07155  0.108
7 O -2.66465 2.27250 -1.00416  0.172
8 N -0.75476 -1.71505 3.17833  0.010
9 N -2.03039 -2.20809 -0.78962  0.140
10 N 1.39346 -0.82240 -4.42231  0.001
11 N -1.07652 0.47861 3.97909  0.035
12 N 0.08649 -3.30190 0.49567  0.145
13 C -1.48960 4.72566 -2.27952  0.049
14 C -3.13217 -1.57128 -1.21798  0.028
15 C -0.33353 4.85904 2.98018  0.021
16 C 1.26033 -3.79450 0.91377  0.017
17 C -1.50725 4.65360 2.26583  -0.002
18 C -4.42924 -3.55882 -1.00756  0.012
19 C -1.07254 -2.56587 4.34338  0.001
20 C 4.01133 -0.68780 -0.03507  0.012
21 C 0.92002 3.91871 1.15906  0.026
22 C -0.63570 5.62329 -4.33844  0.063
23 C 1.77352 -1.04096 -0.89038  0.256
24 C -1.63541 5.55446 -3.37575  -0.005
25 C 2.68974 -0.63243 -5.14547  0.000
26 C 3.69480 -1.51900 -2.25285  0.010
27 C -1.61831 1.77313 -1.22602  0.149
28 C -0.33597 3.94697 -2.13759  0.026
29 C 0.82846 0.49373 -3.99175  0.002
30 C -0.84899 -0.40917 3.03201  0.053
31 C 2.63383 -0.67014 0.14673  0.044
32 C 0.66920 4.01970 -3.11234  0.049
33 C -2.10238 -3.51857 -0.46603  0.020
34 C -3.28589 -4.21998 -0.56040  0.005
35 C 1.55045 -5.14295 0.89011  0.003
36 C 0.88181 4.49205 2.42105  0.000
37 C -0.98991 0.34994 5.45229  0.005
38 C -0.45460 1.63953 6.03979  0.001
39 C 0.51727 4.86003 -4.20039  -0.001
40 C -0.10106 3.11843 -0.93589  0.222
41 C 2.30360 -1.42979 -2.12196  0.047
42 C -1.47552 4.07999 1.00340  0.020
43 C -0.25895 3.69775 0.44109  0.025
44 C -0.61997 -5.50820 -0.07533  0.005
45 C 4.54639 -1.13605 -1.23294  -0.002
46 C -4.34614 -2.21286 -1.34332  0.002
47 C -0.84198 -4.14642 0.00590  0.018
48 C 0.59395 -6.01629 0.38136  0.005
49 C 0.16548 -3.10619 5.03119  0.001
50 C 1.43606 -1.83373 -3.28168  0.020
51 H -1.23143 1.42506 3.64931  0.005
52 H 2.24158 -0.37358 1.11261  0.005
53 H 3.08698 -1.60489 -5.42427  0.000
54 H 1.31004 4.94160 -4.93098  -0.001
55 H -3.01508 -0.52670 -1.46515  0.005
56 H -2.52781 6.15498 -3.47680  -0.001
57 H 5.61658 -1.20383 -1.36596  0.000
58 H 1.98280 -3.07643 1.27916  0.001
59 H 1.43320 0.87426 -3.17202  0.000
60 H 4.66316 -0.38633 0.77424  0.002
61 H 1.88780 3.70997 0.71806  0.001
62 H -2.45727 4.96321 2.67995  -0.001
63 H -1.36198 -6.16877 -0.49795  0.001
64 H -0.36403 5.33326 3.95129  0.001
65 H 2.48674 -0.04019 -6.03387  0.000
66 H -0.74834 6.28352 -5.18705  0.003
67 H 0.74577 -1.22241 -5.10384  0.000
68 H -1.15254 2.46247 5.88809  0.000
69 H -3.33502 -5.25997 -0.27559  0.001
70 H 4.12148 -1.91564 -3.16498  0.003
71 H -0.50000 -2.20839 2.33155  0.001
72 H -0.19155 0.34142 -3.65429  0.001
73 H 2.50258 -5.50332 1.25074  0.001
74 H 0.81943 -2.31030 5.38527  0.000
75 H -0.12738 -3.71247 5.88665  0.000
76 H -2.27378 4.68523 -1.53912  0.003
77 H -1.98593 0.12992 5.83916  0.001
78 H -0.33266 -0.48335 5.68435  0.000
79 H -0.31927 1.51571 7.11256  0.000
80 H 0.85864 1.17169 -4.84059  0.000
81 H -1.71602 -2.00223 5.01298  0.000
82 H 1.80663 4.68405 2.94730  0.000
83 H 3.37447 -0.10181 -4.49190  0.000
84 H -5.21095 -1.66671 -1.68966  0.000
85 H -1.68035 -3.38185 3.94929  0.000
86 H 0.74243 -3.74135 4.35859  0.000
87 H 1.77376 -2.76814 -3.73279  0.000
88 H -2.40065 3.93626 0.46999  0.001
89 H 0.50678 1.90492 5.60103  0.000
90 H 0.39300 -1.95173 -2.97806  0.013
91 H 1.58447 3.46021 -2.98776  0.003
92 H 1.26209 1.98904 -0.20147  0.001

Record 2
Density functional theory data (ωB97M-V/def2-TZVPD) for C38H42BrCsFNO2Sb2Se2 as an isolated structure in a non-equilibrium geometry.

Computed properties:
Total charge   -2
Strongest force on any atom   2.482 eV/A
Multiplicity   1
HOMO   -1.08 eV
DFT total energy   -9655.85074 a.u.
Energy relative to the best compared isomer or geometry (same formula, charge and spin)   29.4 kcal per mole

Last column: Mulliken charge in e.
Geometry (Å):
1 Cs 0.85700 -0.16241 -0.19164  1.141
2 Sb -4.68933 -0.39672 2.70470  0.675
3 Sb -2.05878 -2.44404 -0.28588  -0.021
4 Br 4.54804 -1.11872 -0.78370  -0.158
5 Se 2.59657 3.04818 0.88235  -0.646
6 Se -2.44209 3.11697 2.75930  -0.547
7 F 0.36691 -2.25859 -1.11146  -0.735
8 O 0.92452 6.29638 3.81263  -0.638
9 O 0.96883 5.98344 0.97406  -0.664
10 N 3.23666 -3.53701 -0.91527  -0.510
11 C -0.28765 -6.72174 1.49879  -0.700
12 C 0.14818 5.08924 3.82162  -0.905
13 C -2.60576 -2.39275 3.76582  -0.295
14 C -1.35943 -2.90577 4.10416  -0.390
15 C 3.56043 -2.50123 -1.64784  -0.134
16 C -1.32282 -4.33217 0.45341  0.814
17 C -1.60759 -6.65986 1.07167  -0.636
18 C 1.49428 -5.67111 -3.48628  -1.495
19 C -2.72868 -1.14184 3.15821  -0.600
20 C -3.25813 -2.48114 -4.51740  -0.460
21 C 2.56257 -4.51750 -1.51881  -0.411
22 C -4.54640 1.46131 -1.88142  -0.561
23 C -4.67772 -3.39242 1.33509  0.450
24 C -2.11773 -5.47247 0.55837  -0.105
25 C -3.41295 1.05673 0.20660  0.019
26 C 0.51687 -5.59388 1.39974  -0.834
27 C -0.33703 -0.88763 3.31717  -0.585
28 C -1.58077 -0.37865 2.96945  1.242
29 C -1.95332 -4.27277 -2.85349  -0.251
30 C -2.25963 -4.62963 -4.16229  -0.590
31 C 2.21492 -4.51303 -2.85923  1.013
32 C -2.91294 -3.73574 -5.00065  -0.541
33 C -4.53405 0.40375 0.70883  0.208
34 C 0.00147 4.97979 1.32876  -0.893
35 C 1.88927 3.82929 2.56489  -1.636
36 C -2.30738 -3.02413 -2.35025  0.297
37 C -0.21580 -2.15808 3.86236  -0.678
38 C -5.51583 -2.34225 2.07986  -1.913
39 C -5.68204 0.83738 -1.37957  -0.475
40 C 3.24954 -2.35379 -2.99105  -0.263
41 C -2.96162 -2.13561 -3.20478  -0.333
42 C -0.46034 2.92979 2.67079  -1.645
43 C 0.00302 -4.41343 0.87674  -1.012
44 C -5.67337 0.32232 -0.09042  -0.406
45 C -3.41952 1.57942 -1.08157  -0.829
46 C 0.39342 4.20682 2.59438  1.877
47 C 2.56206 -3.38688 -3.59452  -0.318
48 C -4.18855 -3.00438 -0.06850  -1.900
49 H 0.42008 4.54541 4.73269  0.366
50 H -0.10185 4.27448 0.50164  0.429
51 H -2.54494 2.10429 -1.44714  0.477
52 H 0.58462 -5.33208 -3.97848  0.205
53 H 2.28747 -3.31720 -4.64139  0.376
54 H -3.15217 -5.44193 0.23560  0.294
55 H -3.76532 -1.77196 -5.16192  0.409
56 H -0.91944 5.31632 3.87405  0.344
57 H -5.90122 -2.78332 3.00527  0.493
58 H -0.13475 2.34616 3.53781  0.416
59 H 0.76012 -2.55920 4.10773  0.365
60 H -4.36057 -3.81409 -0.78144  0.818
61 H 3.53271 -1.46149 -3.53002  0.435
62 H 1.74235 5.46779 0.67663  0.355
63 H 2.48571 4.71570 2.76634  0.493
64 H -3.25478 -1.15538 -2.84026  0.231
65 H -2.24377 -7.53495 1.14390  0.353
66 H -3.83166 -3.67881 1.95826  -0.061
67 H 0.64823 -3.55087 0.76983  0.713
68 H -3.14922 -4.01509 -6.02077  0.334
69 H -3.48891 -2.98398 3.97853  0.405
70 H -1.28206 -3.89520 4.53988  0.334
71 H -5.28881 -4.30214 1.25752  0.330
72 H -2.55073 1.22357 0.83996  0.203
73 H 2.28452 -5.35566 -0.89016  0.473
74 H -1.66264 0.64308 2.60031  -1.037
75 H 0.11190 -7.64420 1.90438  0.375
76 H 2.12189 -6.16294 -4.23388  0.410
77 H -4.54915 1.86981 -2.88511  0.375
78 H 1.03145 6.53879 2.87980  0.466
79 H 1.55113 -5.63131 1.72426  0.517
80 H 0.54128 -0.26513 3.17865  0.794
81 H -1.43265 -4.97948 -2.21646  0.455
82 H -6.57438 0.75626 -1.98961  0.357
83 H -6.39667 -2.08422 1.48378  0.556
84 H 1.21609 -6.41040 -2.73411  0.337
85 H -6.57225 -0.15556 0.28825  0.311
86 H -0.20169 2.36701 1.77571  0.410
87 H 2.08054 3.12608 3.37843  0.468
88 H -4.74257 -2.14213 -0.44472  0.744
89 H -0.95537 5.47790 1.47835  0.438
90 H -1.98615 -5.61328 -4.52999  0.413